The following is a quantum chemistry calculation of a molecular structure, C62H70FIrN10O5S2, from the Open Molecules 2025 dataset.

Last column: Mulliken spin population.
Geometry (Å):
Ir: 1.24 -1.15 1.06  0.565
C: 5.08 2.25 -2.91  0.000
C: 3.78 1.48 -3.17  -0.003
C: 3.53 0.39 -2.18  0.004
C: 3.92 -0.91 -2.24  -0.001
C: 4.76 -1.59 -3.27  0.000
C: 6.23 -1.73 -2.84  0.001
C: 3.39 -1.55 -1.07  -0.012
N: 2.63 -0.67 -0.34  0.104
C: 2.78 0.54 -0.97  0.020
C: 2.39 1.74 -0.42  0.021
C: 1.72 1.88 0.78  -0.002
C: 1.30 3.15 1.30  -0.012
C: 1.72 4.48 0.76  0.001
C: 3.09 4.92 1.29  -0.001
C: 0.49 2.89 2.37  0.010
C: 0.44 1.47 2.51  -0.051
C: -0.30 0.81 3.47  0.052
C: -0.24 -0.54 3.73  -0.025
N: 0.55 -1.41 3.05  0.025
C: 0.45 -2.59 3.71  -0.023
C: 1.20 -3.70 3.40  0.062
C: 2.13 -3.77 2.39  -0.049
N: 2.38 -2.80 1.44  0.050
C: 3.26 -3.37 0.55  0.019
C: 3.69 -2.82 -0.64  0.038
C: 3.63 -4.69 0.99  -0.010
C: 2.93 -4.94 2.13  0.009
C: 2.93 -6.17 2.98  -0.003
C: 3.69 -6.00 4.30  0.000
C: 4.62 -5.56 0.29  -0.001
C: 6.07 -5.09 0.49  -0.001
C: -0.47 -2.49 4.82  -0.003
C: -0.91 -1.20 4.82  0.005
C: -1.86 -0.54 5.77  0.002
C: -1.14 0.15 6.93  -0.001
C: -0.79 -3.59 5.77  0.000
C: 0.30 -3.81 6.82  -0.002
N: 1.22 0.86 1.55  0.074
C: -0.22 3.86 3.26  0.000
C: 0.53 4.12 4.57  0.001
H: 5.24 3.02 -3.66  0.000
H: 5.94 1.58 -2.93  0.000
H: 5.07 2.73 -1.93  0.000
H: 3.80 1.04 -4.17  0.000
H: 2.93 2.17 -3.17  0.001
H: 4.70 -1.03 -4.20  0.000
H: 4.33 -2.57 -3.49  0.000
H: 6.70 -0.76 -2.74  0.000
H: 6.79 -2.30 -3.58  0.000
H: 6.32 -2.24 -1.88  -0.001
H: 2.65 2.63 -0.96  0.005
H: 0.97 5.23 1.03  0.000
H: 1.74 4.45 -0.33  -0.001
H: 3.09 4.97 2.37  0.000
H: 3.37 5.90 0.90  0.000
H: 3.86 4.20 0.99  0.000
H: -0.93 1.42 4.11  0.011
H: 1.07 -4.58 4.01  0.009
H: 4.33 -3.42 -1.26  -0.007
H: 3.37 -6.99 2.41  -0.001
H: 1.89 -6.46 3.18  0.001
H: 4.73 -5.75 4.11  0.000
H: 3.65 -6.91 4.89  0.000
H: 3.26 -5.19 4.90  0.000
H: 4.39 -5.59 -0.78  -0.002
H: 4.53 -6.58 0.66  0.001
H: 6.19 -4.05 0.19  0.000
H: 6.76 -5.70 -0.09  0.000
H: 6.35 -5.16 1.54  0.000
H: -2.54 -1.29 6.17  0.000
H: -2.47 0.18 5.23  -0.001
H: -0.59 -0.57 7.53  0.000
H: -1.85 0.66 7.59  0.000
H: -0.43 0.89 6.57  0.000
H: -0.96 -4.52 5.21  -0.001
H: -1.73 -3.37 6.27  -0.001
H: 1.26 -4.05 6.35  0.000
H: 0.04 -4.62 7.50  0.000
H: 0.45 -2.91 7.41  0.001
H: -1.22 3.49 3.48  0.000
H: -0.34 4.81 2.72  0.000
H: 0.71 3.19 5.11  0.000
H: -0.03 4.79 5.22  0.000
H: 1.50 4.58 4.38  0.000
F: -0.92 5.08 -1.84  0.000
C: -1.80 4.08 -1.57  0.003
C: -1.31 2.86 -1.19  -0.002
C: -2.17 1.80 -0.95  -0.003
C: -1.61 0.51 -0.49  0.012
O: -0.40 0.36 -0.46  0.005
C: -2.59 -0.50 -0.14  -0.018
C: -3.89 -0.27 -0.41  0.001
N: -4.39 0.90 -0.93  0.000
C: -5.78 0.95 -1.31  0.000
C: -6.30 -0.13 -2.20  0.000
C: -6.10 1.25 -2.74  0.000
C: -3.55 1.98 -1.12  0.000
C: -4.04 3.24 -1.46  0.002
C: -3.18 4.30 -1.70  -0.001
N: -3.75 5.56 -2.04  0.000
C: -2.95 6.78 -1.95  0.000
C: -3.88 7.98 -2.19  0.000
N: -5.28 7.53 -1.91  0.000
C: -5.74 6.59 -2.98  0.000
C: -4.59 5.59 -3.23  0.000
C: -2.23 -1.83 0.51  0.014
O: -2.92 -2.81 0.21  0.020
O: -1.28 -1.81 1.35  0.068
H: -0.24 2.69 -1.10  -0.001
H: -4.61 -1.05 -0.22  0.000
H: -6.45 1.34 -0.54  0.000
H: -7.31 -0.48 -2.02  0.000
H: -5.60 -0.89 -2.51  0.000
H: -6.98 1.85 -2.95  0.000
H: -5.27 1.40 -3.41  0.000
H: -5.10 3.40 -1.53  0.000
H: -2.14 6.82 -2.68  0.000
H: -2.51 6.83 -0.96  0.000
H: -3.87 8.32 -3.22  0.000
H: -3.63 8.82 -1.54  0.000
H: -5.92 8.32 -1.81  0.000
H: -5.26 7.01 -1.03  0.000
H: -5.98 7.18 -3.86  0.000
H: -6.64 6.10 -2.62  0.000
H: -4.02 5.88 -4.12  0.000
H: -5.01 4.61 -3.42  0.000
N: -4.11 -3.81 -5.38  0.000
C: -2.97 -3.10 -5.06  -0.001
C: -2.97 -2.20 -3.98  0.001
C: -1.84 -1.48 -3.67  -0.001
C: -0.68 -1.65 -4.41  0.001
C: -0.66 -2.53 -5.48  0.000
C: -1.80 -3.24 -5.81  0.001
S: 0.82 -0.88 -3.86  -0.002
O: 1.90 -1.57 -4.53  0.001
O: 0.72 0.55 -4.04  0.001
N: 0.82 -1.12 -2.28  0.034
C: 0.72 -2.28 -1.71  -0.009
S: 0.76 -3.81 -2.55  -0.003
C: 0.40 -4.65 -1.08  0.020
C: 0.31 -3.79 -0.06  -0.015
N: 0.55 -2.45 -0.36  -0.012
H: -4.81 -3.90 -4.67  0.000
H: -4.00 -4.61 -5.97  0.000
H: -3.86 -2.11 -3.37  0.001
H: -1.85 -0.81 -2.82  0.000
H: 0.26 -2.67 -6.03  0.000
H: -1.78 -3.93 -6.64  0.000
H: 0.22 -5.71 -1.06  0.000
H: 0.00 -4.03 0.94  0.006

Values from the calculation:
energy relative to the best compared isomer or geometry (same formula, charge and spin): 2.34 kcal per mole
2S+1: 2
HOMO (alpha / beta): -0.3021 / -0.3080 Ha
electronic energy: -117789.8127 eV
lowest unoccupied orbital energy (alpha / beta): -3.02 / -3.19 eV
orbital gap (alpha / beta): 5.2 / 5.2 eV
total charge: +1

The following is a quantum chemistry calculation of 2 unconnected molecules or ions with the total composition C3H10O3, from the Open Molecules 2025 dataset.

Last column: natural (NBO) charge in e.
Geometry (Å):
C: 0.40 -2.01 -0.39  0.235
C: 0.33 -0.14 -2.01  -0.259
O: 1.07 -0.84 -1.00  -0.572
O: 0.14 -1.47 0.84  -0.784
H: 0.56 -0.50 0.46  0.521
H: -1.37 0.33 1.31  0.482
H: -0.48 -2.32 -0.97  0.141
H: 0.99 0.61 -2.42  0.195
H: -0.57 0.31 -1.57  0.191
H: 0.04 -0.81 -2.82  0.171
C: -0.43 1.96 1.82  -0.251
O: -0.89 1.03 0.85  -0.734
H: 1.17 -2.80 -0.31  0.152
H: 0.19 2.66 1.26  0.184
H: -1.26 2.49 2.29  0.161
H: 0.10 1.51 2.66  0.168

Values from the calculation:
energy relative to the best compared isomer or geometry (same formula, charge and spin): 49.24 kcal per mole
HOMO: -0.3603 Ha
electronic energy: -9413.3976 eV
lowest unoccupied orbital energy: 0.93 eV
orbital gap: 10.7 eV

The following is a quantum chemistry calculation of a molecular structure, C49H49N3O5P3Sr, from the Open Molecules 2025 dataset.

Last column: Mulliken charge in e.
Geometry (Å):
Sr: -0.12 -0.74 0.92  0.468
O: 1.69 -0.27 -0.36  0.941
C: 2.43 -0.98 -1.09  -0.528
C: 3.15 -0.38 -2.17  0.148
C: 3.99 -1.09 -2.98  -0.798
C: 4.21 -2.48 -2.79  -0.992
C: 3.54 -3.09 -1.76  -0.412
C: 2.65 -2.40 -0.93  0.986
C: 1.96 -3.12 0.13  -1.716
N: 0.86 -2.67 0.58  0.789
C: 0.17 -3.07 1.78  -1.875
C: 0.46 -2.05 2.96  0.212
N: 1.40 -0.97 2.61  -0.446
C: 1.23 0.18 3.18  -0.826
C: 0.13 0.57 4.12  1.084
C: 0.45 1.05 5.40  -0.483
C: -0.54 1.31 6.33  -0.965
C: -1.88 1.07 5.98  -0.748
C: -2.22 0.64 4.71  -1.398
C: -1.24 0.44 3.72  -0.084
O: -1.52 0.16 2.46  1.124
H: 2.98 0.68 -2.34  0.314
H: 4.51 -0.58 -3.79  0.408
H: 4.88 -3.03 -3.43  0.328
H: 3.67 -4.16 -1.60  0.400
H: 2.43 -4.03 0.54  0.280
H: 0.37 -4.09 2.10  0.543
H: -0.90 -2.97 1.56  0.389
H: 0.93 -2.60 3.77  0.565
H: -0.49 -1.69 3.36  0.055
H: 2.00 0.93 2.95  0.521
H: 1.49 1.19 5.66  0.481
H: -0.29 1.68 7.32  0.391
H: -2.66 1.23 6.72  0.401
H: -3.25 0.44 4.44  0.431
C: -0.32 2.88 0.36  -0.200
P: 1.39 2.84 -0.38  0.655
C: 1.65 4.65 -0.67  0.427
C: 0.64 5.40 -1.29  -0.565
C: 0.82 6.75 -1.57  -0.669
C: 2.03 7.37 -1.27  -0.484
C: 3.06 6.63 -0.70  -0.700
C: 2.87 5.28 -0.41  -0.579
C: 2.35 2.60 1.18  0.719
C: 3.37 1.65 1.19  -0.793
C: 4.14 1.44 2.34  -0.491
C: 3.89 2.18 3.49  -0.426
C: 2.86 3.12 3.50  -0.778
C: 2.11 3.33 2.35  -0.030
C: -1.34 2.23 -0.52  -1.228
C: -2.36 2.75 -1.32  -1.369
C: -2.96 1.63 -1.96  -1.631
C: -2.25 0.52 -1.51  0.132
C: -2.33 -0.94 -1.95  -0.841
P: -0.56 -1.36 -2.35  1.283
C: -0.51 -3.10 -2.94  0.222
C: -1.30 -4.08 -2.32  -0.714
C: -1.08 -5.43 -2.57  -0.595
C: -0.08 -5.83 -3.44  -0.532
C: 0.73 -4.87 -4.05  -0.657
C: 0.52 -3.52 -3.79  -0.530
C: -0.50 -0.38 -3.91  0.166
C: -0.08 0.95 -3.79  -0.120
C: -0.12 1.81 -4.89  -0.620
C: -0.57 1.34 -6.11  -0.676
C: -0.98 0.02 -6.24  -0.609
C: -0.95 -0.84 -5.14  -0.450
N: -1.26 0.89 -0.65  1.956
H: -0.58 3.90 0.63  1.278
H: -0.26 2.28 1.27  -0.535
H: -0.30 4.91 -1.55  0.276
H: 0.02 7.31 -2.04  0.407
H: 2.17 8.43 -1.48  0.361
H: 4.01 7.10 -0.48  0.383
H: 3.69 4.71 0.03  0.390
H: 3.54 1.05 0.30  0.250
H: 4.94 0.71 2.32  0.433
H: 4.48 2.01 4.38  0.369
H: 2.65 3.69 4.40  0.443
H: 1.31 4.07 2.36  0.403
H: -2.64 3.80 -1.42  0.561
H: -3.79 1.63 -2.66  0.481
H: -2.99 -1.06 -2.81  0.592
H: -2.69 -1.59 -1.13  -0.346
H: -2.07 -3.78 -1.62  0.363
H: -1.70 -6.17 -2.08  0.413
H: 0.09 -6.88 -3.64  0.366
H: 1.53 -5.17 -4.71  0.382
H: 1.18 -2.78 -4.23  0.464
H: 0.27 1.31 -2.83  0.100
H: 0.20 2.84 -4.78  0.477
H: -0.60 2.01 -6.97  0.350
H: -1.34 -0.35 -7.20  0.409
H: -1.28 -1.86 -5.25  0.377
C: -4.71 -3.55 1.34  -0.918
O: -3.39 -3.09 1.03  -0.064
P: -2.75 -1.74 1.72  1.049
O: -4.07 -0.82 1.82  -0.438
C: -4.14 0.41 1.03  -0.590
O: -2.80 -2.24 3.30  -0.386
C: -2.47 -3.56 3.75  -0.804
H: -4.96 -4.35 0.64  0.185
H: -5.44 -2.75 1.24  0.309
H: -4.78 -3.94 2.35  0.258
H: -4.82 1.08 1.57  0.351
H: -4.54 0.21 0.05  0.326
H: -3.17 0.89 0.93  0.089
H: -3.23 -3.88 4.46  0.300
H: -1.51 -3.54 4.28  0.271
H: -2.42 -4.27 2.94  0.351

Values from the calculation:
energy relative to the best compared isomer or geometry (same formula, charge and spin): 74.48 kcal per mole
HOMO: -0.1492 Ha
electronic energy: -95021.1729 eV
lowest unoccupied orbital energy: 2.21 eV
orbital gap: 6.3 eV
total charge: -1

The following is a quantum chemistry calculation of a molecular structure, C57H61BN11PTl, from the Open Molecules 2025 dataset.

Last column: Mulliken charge in e.
Geometry (Å):
Tl: -0.25 0.53 -0.22  1.884
C: -0.45 1.20 5.08  -1.845
C: -0.65 1.89 3.72  2.213
C: -0.56 3.40 3.91  -1.472
C: -1.96 1.47 3.13  -0.371
C: -3.24 1.65 3.67  -0.989
C: -4.08 1.05 2.77  -0.955
N: -3.34 0.55 1.76  -0.010
N: -2.05 0.80 1.98  1.309
B: -3.99 -0.10 0.52  -0.506
N: -3.65 -1.60 0.39  0.352
C: -4.40 -2.49 1.06  -0.496
C: -4.02 -3.75 0.67  -1.671
C: -3.01 -3.53 -0.28  0.241
N: -2.80 -2.22 -0.43  0.248
C: -2.26 -4.62 -0.98  0.750
C: -1.40 -5.37 0.04  -1.623
C: -1.39 -4.09 -2.10  -0.821
N: -3.81 0.75 -0.73  0.014
C: -4.89 1.37 -1.24  -0.554
C: -4.50 2.10 -2.33  -1.653
C: -3.11 1.88 -2.43  0.005
N: -2.72 1.06 -1.45  0.823
C: -2.30 2.49 -3.53  0.683
C: -0.82 2.13 -3.53  0.302
C: -2.44 4.01 -3.49  -1.601
H: 0.49 1.53 5.52  0.443
H: -0.42 0.12 4.97  0.312
H: -1.26 1.46 5.76  0.399
H: 0.12 1.57 3.03  -1.199
H: -1.34 3.76 4.58  0.322
H: -0.65 3.91 2.96  0.183
H: 0.41 3.66 4.36  0.437
H: -3.50 2.17 4.57  0.543
H: -5.15 0.95 2.78  0.534
H: -5.17 -0.09 0.74  -0.253
H: -5.14 -2.18 1.77  0.534
H: -4.43 -4.69 0.99  0.505
H: -3.00 -5.33 -1.39  0.534
H: -0.60 -4.71 0.38  0.186
H: -0.95 -6.26 -0.40  0.548
H: -1.98 -5.67 0.91  0.388
H: -0.76 -3.29 -1.72  -0.434
H: -2.01 -3.68 -2.89  0.440
H: -0.76 -4.88 -2.51  0.504
H: -5.85 1.28 -0.78  0.508
H: -5.12 2.71 -2.96  0.526
H: -2.74 2.13 -4.48  0.390
H: -0.40 2.27 -2.54  -1.023
H: -0.28 2.77 -4.23  0.669
H: -0.67 1.10 -3.82  -0.325
H: -1.90 4.41 -2.64  0.132
H: -3.49 4.31 -3.42  0.463
H: -2.03 4.45 -4.40  0.426
N: 2.01 -1.58 3.01  0.207
P: 1.14 -2.04 1.60  1.378
C: 0.27 -3.44 2.43  -0.470
C: 0.90 -4.63 2.78  -0.297
C: 0.21 -5.60 3.48  -0.728
C: -1.12 -5.40 3.81  -0.795
C: -1.76 -4.23 3.45  -0.334
C: -1.07 -3.25 2.75  -0.080
C: 2.46 -2.98 0.75  0.028
C: 3.78 -3.02 1.18  -0.472
C: 4.75 -3.66 0.42  -0.633
C: 4.41 -4.27 -0.77  -0.807
C: 3.10 -4.24 -1.21  -0.549
C: 2.13 -3.59 -0.46  -0.774
C: 2.40 -0.27 3.10  0.054
C: 3.17 0.22 4.16  -0.895
C: 3.55 1.54 4.12  -0.717
C: 3.13 2.34 3.06  -1.300
C: 2.35 1.77 2.07  -0.152
N: 2.01 0.49 2.08  0.627
H: 2.16 -2.20 3.79  0.245
H: 1.93 -4.79 2.50  0.395
H: 0.70 -6.53 3.75  0.434
H: -1.66 -6.17 4.35  0.362
H: -2.80 -4.08 3.69  0.448
H: -1.56 -2.34 2.44  0.224
H: 4.07 -2.53 2.10  0.361
H: 5.78 -3.68 0.76  0.430
H: 5.17 -4.79 -1.35  0.366
H: 2.83 -4.71 -2.14  0.414
H: 1.11 -3.54 -0.81  0.601
H: 3.46 -0.44 4.96  0.480
H: 4.15 1.96 4.92  0.392
H: 3.39 3.39 3.02  0.551
H: 1.95 2.34 1.24  0.180
C: -1.18 -1.67 -4.55  -1.001
C: -0.03 -1.87 -5.29  -1.321
C: 1.20 -1.61 -4.71  -0.738
C: 1.23 -1.15 -3.39  0.476
N: 0.11 -0.96 -2.68  1.521
C: -1.06 -1.21 -3.24  -0.455
C: 2.49 -0.88 -2.68  0.481
C: 3.72 -0.86 -3.34  -0.850
C: 4.88 -0.65 -2.61  -1.187
C: 4.77 -0.43 -1.24  -1.505
C: 3.50 -0.42 -0.69  -0.276
N: 2.40 -0.66 -1.37  2.024
H: -2.16 -1.87 -4.98  0.561
H: -0.08 -2.24 -6.31  0.410
H: 2.10 -1.78 -5.27  0.390
H: -1.91 -1.05 -2.60  0.040
H: 3.79 -0.96 -4.41  0.414
H: 5.84 -0.64 -3.10  0.404
H: 5.64 -0.23 -0.64  0.495
H: 3.35 -0.20 0.36  -0.273
C: 3.59 3.78 -3.53  -0.965
C: 3.75 2.81 -2.55  -0.187
C: 2.80 2.64 -1.57  0.280
C: 1.63 3.43 -1.53  -0.689
C: 1.49 4.41 -2.54  -0.116
C: 2.45 4.57 -3.51  -0.746
N: 0.68 3.15 -0.61  0.918
C: -0.10 4.12 -0.09  -0.082
C: -1.37 3.79 0.43  0.724
C: -2.18 4.74 1.02  -0.510
C: -1.76 6.06 1.11  -0.925
C: -0.50 6.41 0.64  -0.691
C: 0.32 5.46 0.06  -0.116
H: 4.34 3.91 -4.30  0.380
H: 4.64 2.19 -2.55  0.433
H: 2.92 1.90 -0.81  -0.193
H: 0.59 5.02 -2.56  0.468
H: 2.32 5.34 -4.26  0.369
H: -1.70 2.77 0.35  -0.556
H: -3.15 4.45 1.41  0.416
H: -2.40 6.81 1.55  0.310
H: -0.16 7.43 0.73  0.324
H: 1.31 5.74 -0.29  0.418

Values from the calculation:
energy relative to the best compared isomer or geometry (same formula, charge and spin): 0.00 kcal per mole
HOMO: -0.1236 Ha
electronic energy: -91154.6602 eV
lowest unoccupied orbital energy: 2.26 eV
orbital gap: 5.6 eV
total charge: -1

The following is a quantum chemistry calculation of C3H5NO3 in the gas phase, from the Open Molecules 2025 dataset.

Last column: natural (NBO) charge in e.
Geometry (Å):
N: -1.59 -0.38 0.15  -0.724
C: 0.01 -0.63 0.42  0.689
O: 0.28 -1.47 1.26  -0.679
C: -0.47 0.73 0.56  -0.225
O: 1.82 1.05 -0.10  -0.600
C: 1.70 0.16 -0.91  0.645
O: 0.69 -0.71 -0.94  -0.549
H: -1.87 -0.43 -0.82  0.409
H: -2.14 -0.97 0.78  0.425
H: -0.43 1.44 -0.26  0.232
H: -0.44 1.20 1.56  0.248
H: 2.44 0.01 -1.70  0.129

Values from the calculation:
energy relative to the best compared isomer or geometry (same formula, charge and spin): 79.05 kcal per mole
HOMO: -0.3429 Ha
electronic energy: -10822.2599 eV
lowest unoccupied orbital energy: 0.56 eV
orbital gap: 9.9 eV

The following is a quantum chemistry calculation of C6H10ClN3O in the gas phase, from the Open Molecules 2025 dataset.

Last column: natural (NBO) charge in e.
Geometry (Å):
C: -1.27 -0.66 0.61  0.780
C: 1.28 0.79 -2.09  -0.409
C: 0.29 1.94 -1.64  -0.470
C: 1.94 0.31 -0.84  -0.270
C: -0.38 1.39 -0.44  0.257
C: -1.42 -2.23 2.50  -0.422
N: -0.30 -0.03 -0.24  -0.390
N: 0.97 0.41 0.24  -0.278
N: -0.68 -1.41 1.59  -0.639
O: -2.49 -0.67 0.37  -0.628
Cl: -1.33 2.35 0.63  0.068
H: 0.56 0.08 -2.59  0.229
H: 2.00 1.21 -2.82  0.223
H: 0.80 2.90 -1.69  0.239
H: -0.43 1.92 -2.38  0.231
H: 2.30 -0.65 -0.76  0.215
H: 2.63 1.07 -0.39  0.208
H: -1.45 -3.34 2.13  0.198
H: -0.99 -2.11 3.60  0.201
H: -2.46 -1.79 2.52  0.238
H: 0.42 -1.48 1.70  0.419

Values from the calculation:
energy relative to the best compared isomer or geometry (same formula, charge and spin): 15.07 kcal per mole
HOMO: -0.3264 Ha
electronic energy: -25421.1948 eV
lowest unoccupied orbital energy: 0.85 eV
orbital gap: 9.7 eV

The following is a quantum chemistry calculation of a molecular structure, C2H3OTl, from the Open Molecules 2025 dataset.

Last column: natural (NBO) charge in e.
Geometry (Å):
H: -1.69 -0.35 1.16  0.137
O: 0.16 0.19 0.17  -0.892
C: -1.13 0.26 0.22  0.124
C: -1.99 -0.58 -0.47  -0.594
H: -3.06 -0.33 -0.44  0.174
H: -1.63 -1.12 -1.36  0.153
Tl: 2.23 -0.74 0.04  -0.103

Values from the calculation:
energy relative to the best compared isomer or geometry (same formula, charge and spin): 1.83 kcal per mole
2S+1: 2
HOMO (alpha / beta): -0.0194 / -0.1158 Ha
electronic energy: -8860.2485 eV
lowest unoccupied orbital energy (alpha / beta): 3.57 / 3.63 eV
orbital gap (alpha / beta): 4.1 / 6.8 eV
total charge: -1